This record from the OMol25 dataset describes a molecular structure, C46H52BaFN6O3S3Sb at a distorted geometry. The level of theory is the ωB97M-V functional and the def2-TZVPD basis.

Properties
- ΔE to the lowest compared entry with this formula, charge and spin: 20.95 kJ/mol
- Orbital gap: 6.744 eV
- Maximum force: 1.5 eV Å⁻¹
- Energy: -106075.4538 eV
- 2S+1: 1

```
113
Properties=species:S:1:pos:R:3:mulliken_charge:R:1
Ba -1.289 -0.899 -0.732 1.11
C -5.634 -0.175 2.653 -1.40
C -4.281 -0.246 2.008 -0.19
N -3.882 0.566 1.102 0.66
O -4.869 1.484 0.708 -0.53
C -3.321 -1.313 2.345 0.60
C -3.010 -1.737 3.747 -1.12
N -2.657 -1.753 1.327 -0.27
O -1.630 -2.545 1.491 -0.52
H -6.023 0.840 2.651 0.36
H -5.595 -0.553 3.673 0.39
H -6.330 -0.809 2.097 0.20
H -4.475 1.859 -0.093 0.34
H -3.787 -1.439 4.450 0.47
H -2.067 -1.288 4.075 -0.06
H -2.881 -2.820 3.792 0.34
N 0.712 -0.462 0.815 0.27
S 1.825 -1.188 1.392 0.49
N 3.307 -0.525 1.037 -0.05
S 3.185 0.263 -0.312 0.31
N 2.495 1.612 -0.475 0.53
S 0.908 2.138 -0.534 0.54
N -0.096 1.560 -1.408 -0.32
C 0.466 2.310 1.196 0.38
C -0.847 2.076 1.567 0.15
C -1.184 2.195 2.907 -0.63
C -0.223 2.546 3.843 -0.73
C 1.087 2.793 3.449 -0.97
C 1.441 2.681 2.113 -0.56
C 1.317 3.848 -0.921 0.45
C 2.592 4.392 -0.877 -0.25
C 2.768 5.732 -1.198 -0.82
C 1.678 6.514 -1.551 -0.54
C 0.406 5.960 -1.592 -0.76
C 0.223 4.622 -1.281 -0.49
C 2.827 -0.920 -1.605 0.51
C 3.687 -2.013 -1.660 -0.80
C 3.420 -3.032 -2.557 -0.75
C 2.291 -2.967 -3.364 -0.61
C 1.447 -1.868 -3.307 -0.42
C 1.723 -0.819 -2.437 0.34
C 4.878 0.690 -0.636 -0.26
C 5.888 0.342 0.243 0.06
C 7.191 0.713 -0.063 -0.85
C 7.463 1.407 -1.231 -0.45
C 6.435 1.744 -2.105 -0.90
C 5.131 1.389 -1.809 -0.47
C 2.060 -2.907 0.938 1.06
C 1.152 -3.554 0.120 0.21
C 1.381 -4.886 -0.211 -1.18
C 2.498 -5.549 0.264 -0.57
C 3.406 -4.889 1.087 -0.79
C 3.185 -3.567 1.428 -0.74
C 1.890 -1.288 3.165 0.32
C 0.790 -1.919 3.738 -0.70
C 0.698 -1.954 5.120 -0.68
C 1.681 -1.358 5.902 -0.64
C 2.761 -0.719 5.310 -0.77
C 2.872 -0.678 3.927 -0.10
H -1.593 1.757 0.848 0.46
H -2.203 1.990 3.210 0.51
H -0.492 2.627 4.888 0.42
H 1.835 3.065 4.183 0.44
H 2.460 2.851 1.792 0.41
H 3.435 3.774 -0.601 0.36
H 3.760 6.162 -1.171 0.44
H 1.821 7.558 -1.798 0.39
H -0.444 6.570 -1.869 0.43
H -0.758 4.164 -1.321 0.56
H 4.534 -2.079 -0.990 0.39
H 4.074 -3.893 -2.598 0.44
H 2.057 -3.786 -4.032 0.42
H 0.535 -1.846 -3.888 0.34
H 1.062 0.039 -2.391 0.43
H 5.649 -0.209 1.141 0.39
H 7.993 0.453 0.615 0.44
H 8.481 1.689 -1.465 0.41
H 6.650 2.284 -3.017 0.42
H 4.316 1.652 -2.471 0.51
H 0.249 -3.108 -0.277 0.01
H 0.667 -5.395 -0.845 0.56
H 2.662 -6.587 0.003 0.42
H 4.278 -5.405 1.467 0.43
H 3.880 -3.043 2.072 0.41
H 0.004 -2.339 3.106 0.62
H -0.151 -2.437 5.586 0.47
H 1.600 -1.386 6.981 0.40
H 3.517 -0.248 5.925 0.43
H 3.697 -0.175 3.443 0.42
F -1.567 -2.370 -2.599 -1.00
C -2.174 0.854 -3.823 -0.38
C -3.107 1.716 -3.024 0.72
C -3.834 2.822 -3.737 -1.71
O -3.258 1.532 -1.831 -0.06
H -2.339 0.939 -4.896 0.52
H -2.266 -0.191 -3.513 -0.14
H -1.161 1.187 -3.577 0.07
H -3.116 3.455 -4.264 0.42
H -4.417 3.415 -3.037 0.34
H -4.491 2.387 -4.494 0.39
C -6.368 -3.014 -1.407 -1.37
Sb -5.053 -1.355 -1.812 0.47
C -6.661 0.088 -1.840 -1.26
C -5.065 -1.675 -3.950 -1.27
H -7.180 -3.041 -2.134 0.36
H -6.788 -2.916 -0.405 0.36
H -5.804 -3.944 -1.456 0.38
H -7.454 -0.241 -2.511 0.44
H -6.285 1.059 -2.166 0.27
H -7.061 0.207 -0.833 0.36
H -5.889 -1.133 -4.415 0.42
H -5.199 -2.742 -4.132 0.41
H -4.119 -1.376 -4.395 0.23
```


This record from the OMol25 dataset describes a molecular structure, C46H52ClFeN2O7S2Si4 at a distorted geometry. The level of theory is the ωB97M-V functional and the def2-TZVPD basis.

Properties
- ΔE to the lowest compared entry with this formula, charge and spin: 16.58 kJ/mol
- Orbital gap (alpha / beta): 5.818 / 4.810 eV
- Maximum force: 2.4 eV Å⁻¹
- Energy: -165952.2046 eV
- ⟨S²⟩: 0.78
- 2S+1: 2

```
115
Properties=species:S:1:pos:R:3:mulliken_spin:R:1
Fe -0.405 -0.108 -1.351 1.05
S -4.971 2.170 0.924 0.00
C -6.553 2.397 1.567 0.00
C -7.509 1.886 0.749 0.00
C -6.985 1.296 -0.416 0.00
C -5.612 1.362 -0.499 0.00
C -4.720 0.852 -1.496 0.00
C -3.333 0.946 -1.284 -0.01
N -2.423 0.436 -2.069 0.00
C -2.796 -0.225 -3.205 -0.01
C -4.177 -0.287 -3.565 0.00
C -4.500 -0.916 -4.808 0.00
C -3.545 -1.440 -5.606 0.00
C -2.159 -1.425 -5.245 0.00
C -1.158 -1.959 -6.036 -0.01
C 0.186 -1.940 -5.589 -0.01
C 0.416 -1.372 -4.329 0.00
N -0.506 -0.831 -3.564 -0.01
C -1.808 -0.823 -3.999 0.01
C 1.271 -2.452 -6.371 0.00
C 1.256 -3.025 -7.624 0.00
C 2.533 -3.375 -8.099 0.00
C 3.528 -3.067 -7.227 0.00
S 2.919 -2.352 -5.783 0.00
C -5.126 0.230 -2.699 -0.01
H -6.666 2.906 2.503 0.00
H -8.560 1.927 0.976 0.00
H -7.598 0.827 -1.165 0.00
H -2.950 1.483 -0.423 -0.01
H -5.540 -0.969 -5.092 0.00
H -3.804 -1.908 -6.545 0.00
H -1.398 -2.391 -6.995 0.00
H 1.429 -1.363 -3.938 0.00
H 0.360 -3.188 -8.196 0.00
H 2.706 -3.850 -9.051 0.00
H 4.586 -3.199 -7.337 0.00
H -6.175 0.154 -2.946 0.00
C 3.778 2.748 -1.977 0.00
Si 2.040 2.559 -1.188 -0.01
C 0.948 2.073 -2.688 0.01
C 1.391 4.279 -0.625 0.00
Si 2.333 1.060 0.672 -0.01
Si 2.692 -1.298 0.351 -0.01
C 4.524 -1.287 -0.239 0.00
C 1.849 -2.335 -1.027 0.03
C 2.669 -2.262 2.009 0.00
Si 3.755 2.041 2.332 0.00
C 3.408 1.271 4.050 0.00
C 3.391 3.917 2.502 0.00
C 5.592 1.818 1.847 0.00
H 3.779 3.485 -2.775 0.00
H 4.101 1.808 -2.413 0.00
H 4.535 3.043 -1.260 0.00
H 0.950 2.856 -3.444 0.00
H -0.095 1.922 -2.393 -0.01
H 1.311 1.168 -3.176 0.00
H 1.444 5.016 -1.423 0.00
H 1.955 4.666 0.217 0.00
H 0.354 4.203 -0.311 0.00
H 4.635 -0.810 -1.207 0.00
H 4.896 -2.302 -0.336 0.00
H 5.178 -0.773 0.455 0.00
H 2.566 -2.741 -1.735 0.00
H 1.117 -1.751 -1.598 -0.03
H 1.305 -3.168 -0.590 0.00
H 3.655 -2.257 2.463 0.00
H 2.364 -3.297 1.877 0.00
H 1.975 -1.812 2.708 0.00
H 2.342 1.324 4.252 0.00
H 3.925 1.780 4.859 0.00
H 3.690 0.224 4.082 0.00
H 2.329 4.073 2.674 0.00
H 3.676 4.458 1.605 0.00
H 3.918 4.374 3.336 0.00
H 5.907 0.784 1.922 0.00
H 6.253 2.401 2.479 0.00
H 5.753 2.132 0.822 0.00
C -0.636 1.678 6.457 0.00
C -0.529 2.846 5.527 0.00
C -0.345 4.134 5.998 0.00
C -0.291 5.201 5.112 0.00
Cl -0.084 6.806 5.718 0.00
C -0.421 5.002 3.751 0.00
C -0.603 3.717 3.266 0.00
C -0.655 2.641 4.142 0.00
O -0.856 1.345 3.756 0.00
C -1.289 1.103 2.445 0.00
C -0.235 1.329 1.367 0.00
O 0.991 1.243 1.745 0.00
O -0.556 1.591 0.209 0.01
H -0.723 2.015 7.486 0.00
H 0.232 1.026 6.362 0.00
H -1.511 1.084 6.199 0.00
H -0.265 4.313 7.059 0.00
H -0.390 5.842 3.075 0.00
H -0.712 3.565 2.203 0.00
H -2.199 1.668 2.204 0.00
H -1.528 0.035 2.408 0.00
O -1.543 -1.957 -0.588 0.03
C -0.895 -2.025 0.477 -0.03
O -0.077 -1.114 0.804 0.02
C -1.042 -3.226 1.350 0.00
C -0.741 -3.183 2.705 0.00
C -0.796 -4.333 3.489 0.00
C -1.131 -5.509 2.859 0.00
O -1.226 -6.768 3.384 0.00
C -1.604 -7.608 2.313 0.00
O -1.723 -6.841 1.135 0.00
C -1.441 -5.551 1.496 0.00
C -1.423 -4.420 0.724 0.00
H -0.469 -2.238 3.155 0.00
H -0.589 -4.316 4.546 0.00
H -2.574 -8.079 2.541 0.00
H -0.845 -8.393 2.168 0.00
H -1.674 -4.417 -0.324 0.00
```